Density functional theory data (the ωB97M-V functional and the def2-TZVPD basis) for a cluster of 2 separate species, C4H13NOS in total at a distorted geometry.

XYZ file:
```
20
Properties=species:S:1:pos:R:3:forces:R:3:nbo_charge:R:1
N 0.505 0.416 -1.762 -0.32 0.00 1.55 -0.815
C -0.726 -0.285 -1.285 -0.49 -0.20 -1.48 -0.239
C -1.415 0.357 -0.102 0.13 0.36 1.09 -0.434
C -0.471 0.646 1.098 -0.47 -0.82 0.42 -0.424
C 0.358 -0.616 1.558 -1.89 1.11 0.13 -0.485
S -0.852 -2.005 1.916 0.96 0.19 -0.57 -0.080
H 0.457 1.256 -1.183 0.28 0.52 -0.75 0.346
H 1.296 -0.025 -1.289 0.05 -0.25 -0.39 0.338
H -0.562 -1.350 -1.145 0.41 -0.09 0.41 0.187
H -1.439 -0.298 -2.125 0.11 0.22 0.17 0.192
H -2.190 -0.301 0.275 -0.20 -0.24 -0.21 0.228
H -1.938 1.282 -0.387 0.33 -0.11 -0.05 0.208
H 0.072 1.570 0.906 0.79 -0.29 -0.01 0.209
H -1.041 0.904 2.004 -0.32 0.01 -0.41 0.209
H 1.061 -0.941 0.804 0.30 -0.12 0.22 0.208
H 0.748 -0.417 2.551 0.78 0.12 -0.34 0.223
H -0.073 -2.843 1.217 -0.38 -0.35 0.17 0.128
O 2.848 2.884 -2.654 0.42 1.07 0.69 -0.950
H 3.707 2.605 -2.316 -0.31 -0.21 -0.28 0.470
H 2.454 2.183 -3.151 -0.19 -0.90 -0.35 0.480
```
Positions in Å, forces in eV/Å.

E: -18731.008 eV
2S+1: 1
HOMO energy: -9.19 eV
molar mass: 123.2 u
SMILES: NCCCCS.O
energy relative to the best compared isomer or geometry (same formula, charge and spin): 96.8 kJ/mol
gap between HOMO and LUMO: 0.3623 Eh

=====

Density functional theory data (the ωB97M-V functional and the def2-TZVPD basis) for a cluster of 2 separate species, C4H13NOS in total at a distorted geometry.

XYZ file:
```
20
Properties=species:S:1:pos:R:3:forces:R:3:nbo_charge:R:1
C -0.718 -2.251 0.660 2.53 0.86 1.82 -0.453
N 0.097 -0.966 0.519 -3.43 0.07 -1.51 -0.129
C -0.599 0.315 0.781 1.44 -1.62 0.01 -0.111
C 0.497 1.318 0.381 -0.75 2.94 -0.39 -0.551
S 0.507 2.715 1.637 -0.15 -1.69 0.49 -0.003
C -1.972 0.556 -0.086 3.78 1.84 -2.40 -0.561
H -0.084 -2.824 0.067 0.15 -1.91 -1.34 0.231
H -0.678 -2.768 1.678 -0.27 1.34 -1.05 0.277
H -1.694 -2.059 0.273 -0.66 -0.03 -0.12 0.248
H 0.667 -0.908 -0.374 -0.11 -0.34 1.49 0.424
H -0.915 0.153 1.874 0.46 1.07 -1.34 0.264
H 1.497 0.923 0.116 -0.54 -0.04 0.71 0.249
H 0.154 1.871 -0.537 0.28 -0.87 0.65 0.244
H 0.895 3.667 0.841 0.33 0.72 -0.81 0.140
H -1.961 0.194 -1.202 0.49 0.83 2.10 0.240
H -2.648 -0.007 0.406 -2.86 -1.18 1.60 0.212
H -2.028 1.704 -0.024 -0.51 -1.91 -0.03 0.274
H 3.704 -0.532 -2.010 0.19 0.00 -0.01 0.486
H 2.476 -0.846 -2.819 -0.60 -1.28 -1.61 0.472
O 2.802 -0.256 -2.182 0.25 1.21 1.72 -0.954
```
Positions in Å, forces in eV/Å.

E: -18721.570 eV
2S+1: 2
HOMO energy (spin up / spin down): -12.74 / -12.72 eV
molar mass: 123.2 u
net charge: +1
energy relative to the best compared isomer or geometry (same formula, charge and spin): 201.8 kJ/mol
gap between HOMO and LUMO (spin up / spin down): 0.3579 / 0.1834 Eh

=====

Density functional theory data (the ωB97M-V functional and the def2-TZVPD basis) for a cluster of 2 separate species, C4H13NOS in total at a distorted geometry.

XYZ file:
```
20
Properties=species:S:1:pos:R:3:forces:R:3:nbo_charge:R:1
C 0.273 1.241 1.113 -1.36 0.48 -0.13 -0.282
N -0.401 0.790 -0.081 2.99 -2.16 -0.88 -0.092
C 0.016 1.198 -1.442 -1.91 2.55 0.69 -0.302
C 1.424 0.913 -1.988 0.60 -1.40 1.01 -0.506
S 1.616 -0.939 -2.178 1.88 0.61 1.07 -0.028
C -0.559 0.816 2.338 1.29 0.01 1.37 -0.659
H 0.468 2.349 1.091 -0.34 -1.05 -0.04 0.253
H 1.253 0.772 1.110 0.44 -0.50 -0.21 0.281
H -0.519 -0.251 0.018 -0.71 1.10 -0.30 0.416
H -0.756 0.837 -2.136 0.40 -0.28 0.17 0.252
H -0.166 2.306 -1.415 0.43 -0.66 -0.13 0.245
H 2.354 1.261 -1.369 -2.01 -0.64 -1.00 0.269
H 1.424 1.402 -2.951 0.21 0.14 -0.23 0.259
H 0.541 -1.408 -2.756 -1.09 0.46 -0.61 0.135
H 0.153 0.654 3.166 -0.21 0.66 -0.15 0.253
H -1.175 -0.096 2.492 0.23 0.44 -1.45 0.267
H -1.122 1.707 2.499 -0.87 0.25 0.84 0.240
H -0.981 -4.123 0.716 0.32 0.26 0.50 0.452
H -2.112 -4.993 0.542 -0.58 -0.31 0.39 0.469
O -1.733 -4.437 1.233 0.29 0.05 -0.90 -0.921
```
Positions in Å, forces in eV/Å.

E: -18721.963 eV
2S+1: 2
HOMO energy (spin up / spin down): -13.50 / -13.48 eV
molar mass: 123.2 u
net charge: +1
energy relative to the best compared isomer or geometry (same formula, charge and spin): 163.8 kJ/mol
gap between HOMO and LUMO (spin up / spin down): 0.3830 / 0.2004 Eh

=====

Density functional theory data (the ωB97M-V functional and the def2-TZVPD basis) for a cluster of 2 separate species, C4H13NOS2 in total at a distorted geometry.

XYZ file:
```
21
Properties=species:S:1:pos:R:3:forces:R:3:nbo_charge:R:1
C 1.365 -2.839 -0.915 -0.21 -0.55 1.00 -0.417
N 1.464 -1.719 0.008 -0.90 -1.50 0.34 -0.657
C 0.204 -1.056 0.393 2.13 -0.70 -1.15 -0.218
C 0.517 0.040 1.373 -0.75 1.75 0.72 -0.416
C -0.454 1.239 1.204 0.82 -0.07 -0.57 -0.548
S -2.165 0.913 1.658 0.63 1.00 1.95 0.113
S -3.077 0.361 0.045 -1.06 -1.52 -2.14 -0.133
H 0.324 -3.129 -1.061 -0.18 0.43 -0.35 0.192
H 1.755 -3.752 -0.441 0.42 0.14 -0.30 0.185
H 1.852 -2.667 -1.872 -0.04 -0.02 -0.16 0.184
H 2.305 -1.221 -0.108 0.45 1.10 -0.01 0.364
H -0.419 -1.868 0.764 -0.35 0.37 0.25 0.203
H -0.215 -0.671 -0.540 -0.64 0.34 0.22 0.170
H 0.534 -0.255 2.423 -0.20 -0.41 -0.08 0.217
H 1.499 0.505 1.235 0.15 -0.44 -0.44 0.205
H -0.135 2.142 1.732 -0.01 -0.29 0.44 0.228
H -0.396 1.552 0.157 -0.39 -0.12 -0.04 0.213
H -3.569 1.450 -0.567 0.14 0.52 0.31 0.114
O -0.750 3.986 -1.807 1.37 -0.97 0.42 -0.921
H -0.710 3.205 -2.375 -0.62 0.17 -0.38 0.462
H 0.073 3.783 -1.307 -0.76 0.79 -0.04 0.461
```
Positions in Å, forces in eV/Å.

E: -29565.950 eV
2S+1: 1
HOMO energy: -8.30 eV
molar mass: 155.3 u
SMILES: CNCCCSS.O
energy relative to the best compared isomer or geometry (same formula, charge and spin): 138.3 kJ/mol
gap between HOMO and LUMO: 0.3231 Eh